Record 1
This record from the OMol25 dataset describes a 15-piece molecular cluster, C50H85N5O20 overall in a non-equilibrium geometry. The level of theory is ωB97M-V with the def2-TZVPD basis set.

Results
E_tot   -101611.9004 eV
HOMO-LUMO gap   0.3043 hartree

Last column: Mulliken charge in e.
Cartesian coordinates (Å):
C1 3.59372 4.49834 0.59290  -0.0938
C2 3.43643 4.74071 1.95424  -0.5061
C3 2.48611 5.62295 2.45998  -0.5323
C4 1.70160 6.28364 1.49308  -0.0045
C5 1.90742 6.18915 0.13375  -0.3673
C6 2.90096 5.33933 -0.31191  -0.2351
N1 0.62275 7.09815 1.91878  1.0498
O1 0.33389 7.25745 3.09761  -0.6314
O2 -0.03021 7.64224 1.03171  -0.6317
H1 4.31042 3.75933 0.33655  0.4016
H2 4.03931 4.19243 2.66262  0.3357
H3 2.30677 5.70780 3.52405  0.4556
H4 1.26265 6.81714 -0.51282  0.4785
H5 3.15886 5.20991 -1.37641  0.2851
C7 -0.41950 0.01035 -0.25780  0.8878
C8 -0.05006 -0.97805 0.59637  0.6007
C9 0.60902 -0.71140 1.81643  0.1128
C10 1.19606 0.51648 1.89920  -0.8454
C11 0.86658 1.55089 1.03047  -0.6248
C12 0.01274 1.34025 -0.03237  -0.1896
N2 2.24753 0.79468 2.85889  0.9356
O3 2.84650 1.88659 2.85678  -0.5918
O4 2.60895 -0.10329 3.63966  -0.6361
H6 -0.92108 -0.13614 -1.24538  -0.5386
H7 -0.43414 -1.96488 0.44348  -0.8422
H8 0.63285 -1.43971 2.61367  0.4247
H9 1.14780 2.55066 1.20408  0.6870
H10 -0.22066 2.17945 -0.66910  0.5663
C13 1.24319 -0.22110 -7.74589  -0.6683
C14 1.68347 -0.54214 -6.44934  -0.6788
C15 1.00857 -0.05892 -5.33240  0.3726
C16 -0.11505 0.73028 -5.60740  0.0789
C17 -0.52041 1.06043 -6.90111  -0.6154
C18 0.17735 0.62430 -7.99125  -0.5126
N3 -0.88689 1.18676 -4.49961  0.9261
O5 -0.54682 0.70679 -3.40223  -0.2466
O6 -1.84936 1.90553 -4.65594  -0.6414
H11 1.74963 -0.45903 -8.61773  0.4951
H12 2.52959 -1.24689 -6.25803  0.3172
H13 1.37902 -0.31693 -4.32243  0.2814
H14 -1.35692 1.75298 -7.06107  0.4342
H15 -0.13424 0.95111 -8.98323  0.4167
C19 3.51262 0.67841 -1.26203  -0.6529
C20 2.87477 1.62442 -2.12828  -0.2783
C21 3.67792 2.69379 -2.66894  -0.6134
C22 4.98633 2.79225 -2.16108  -0.2733
C23 5.55539 1.83422 -1.40277  -0.1890
C24 4.80537 0.79015 -0.94954  -1.0025
N4 5.82726 3.88315 -2.56525  1.1249
O7 5.45962 4.55055 -3.53133  -0.6472
O8 6.84305 4.02936 -1.95715  -0.6358
H16 2.95250 -0.15242 -0.84121  1.1535
H17 1.81766 1.50719 -2.40913  0.7006
H18 3.26434 3.33663 -3.49772  0.4083
H19 6.57933 1.94648 -1.03999  0.3251
H20 5.32495 0.13574 -0.30268  0.5419
C25 -1.12091 -4.73912 -5.29305  -0.6433
C26 -0.62396 -3.45388 -5.02303  -0.3343
C27 -1.22735 -2.76279 -4.00347  0.7459
C28 -2.28542 -3.34469 -3.33228  -0.2096
C29 -2.81848 -4.57728 -3.61523  -0.6533
C30 -2.19853 -5.26886 -4.64299  -0.7734
N5 -2.93015 -2.45838 -2.22718  1.2187
O9 -3.49078 -3.02856 -1.26913  -0.7484
O10 -2.82568 -1.26346 -2.45439  -0.5479
H21 -0.65394 -5.41727 -5.94850  0.4347
H22 0.17408 -3.03006 -5.64617  0.4657
H23 -0.87809 -1.80066 -3.68421  -0.0972
H24 -3.64237 -4.89947 -2.96848  0.4346
H25 -2.53128 -6.23026 -4.84708  0.4846
C31 -0.24477 -1.83492 6.69570  -1.1458
C32 0.77304 -2.59788 5.77222  -0.2983
O11 0.13553 -2.74287 4.48220  -0.3884
H26 -1.24305 -2.11131 6.44521  0.2807
H27 -0.10099 -0.75027 6.43990  0.2220
H28 -0.04882 -1.87880 7.76655  0.4283
H29 1.01158 -3.59234 6.15751  0.2721
H30 1.73937 -2.12735 5.65229  0.3919
H31 -0.83181 -2.84312 4.63130  0.0962
C33 -4.09459 -3.81653 1.96206  -0.7987
C34 -2.74587 -3.71464 2.61886  0.6772
O12 -2.67918 -2.85495 3.76747  -0.5703
H32 -4.57711 -2.82246 1.70808  0.0034
H33 -4.85415 -4.38477 2.55674  0.3399
H34 -3.92616 -4.37035 1.04128  0.1313
H35 -1.97790 -3.48293 1.88448  -0.5896
H36 -2.34545 -4.65608 3.00244  0.4809
H37 -2.80906 -1.93724 3.46042  0.3658
C35 7.52657 3.11005 3.34966  -1.0759
C36 6.57253 2.01025 3.26060  -0.1419
O13 5.75794 2.18987 2.02481  -0.2934
H38 6.96442 4.08046 3.47368  0.2279
H39 8.07917 2.98068 2.41962  0.2520
H40 8.16950 2.98926 4.22791  0.3819
H41 5.88453 2.06340 4.16377  0.2486
H42 7.06953 1.02391 3.13422  0.3030
H43 4.89613 1.72432 2.19619  0.0898
C37 -1.70569 -5.83472 -0.05326  -1.0848
C38 -0.45299 -5.26695 -0.68335  -0.2634
O14 -0.28893 -3.93674 -0.24703  0.8407
H44 -2.53757 -5.25362 -0.30251  -0.0903
H45 -1.63756 -5.84075 1.06070  0.2202
H46 -1.89685 -6.83961 -0.42396  0.5327
H47 -0.37071 -5.26120 -1.77341  0.2821
H48 0.46752 -5.85833 -0.40908  0.3249
H49 0.04790 -3.96188 0.63294  -0.6124
C39 -4.57452 5.60337 1.69885  -1.1790
C40 -3.16389 5.36017 1.19109  0.0850
O15 -2.62224 4.19638 1.75916  -0.5473
H50 -4.66697 5.82971 2.76351  0.3443
H51 -5.22038 4.74442 1.50943  0.2632
H52 -4.91313 6.51059 1.15651  0.3422
H53 -2.54468 6.18883 1.51756  0.2353
H54 -3.09001 5.28148 0.07875  0.1583
H55 -3.02727 3.40086 1.36162  0.0363
C41 3.65282 -2.77422 -3.12266  -1.0735
C42 2.25478 -3.28245 -2.64187  0.1503
O16 1.40729 -2.23147 -2.34438  1.0038
H56 4.21098 -3.74086 -3.13570  0.4486
H57 4.17461 -2.22464 -2.26097  0.0993
H58 3.57240 -2.22101 -4.09484  0.0785
H59 2.45257 -3.84556 -1.72303  -0.0729
H60 1.80034 -3.89948 -3.46928  0.1890
H61 0.64079 -2.65229 -1.91176  -0.8084
C43 2.73214 -3.79847 0.73595  -0.7206
C44 2.29935 -3.72136 2.16438  -0.1805
O17 0.92040 -3.99978 2.24339  -0.4527
H62 2.22692 -3.02129 0.16148  -0.1976
H63 2.53564 -4.76860 0.31532  0.3345
H64 3.78451 -3.55491 0.68230  0.4254
H65 2.59446 -2.75615 2.57204  0.0576
H66 2.81346 -4.45152 2.82161  0.4430
H67 0.58349 -3.59923 3.06883  0.3608
C45 -6.73792 0.45315 0.51499  -0.5968
C46 -6.19561 -0.80772 -0.22557  -0.4209
O18 -4.84216 -0.96402 0.34078  0.1814
H68 -7.22934 0.26732 1.49337  0.3287
H69 -7.41172 1.04231 -0.12551  0.3585
H70 -5.86358 1.15341 0.70716  -0.1869
H71 -6.03836 -0.67836 -1.28383  0.2991
H72 -6.76709 -1.66609 -0.03441  0.4287
H73 -4.30805 -1.65506 -0.07684  -0.1504
C47 -3.55961 3.26086 -1.36417  -1.5872
C48 -3.40772 1.74042 -1.19910  1.1160
O19 -3.14283 1.53624 0.17542  1.2357
H74 -3.94762 3.47173 -2.32912  0.4873
H75 -2.53233 3.61600 -1.33655  0.3744
H76 -4.23995 3.58366 -0.52789  0.1262
H77 -2.63257 1.38564 -1.86049  -0.6098
H78 -4.43720 1.23272 -1.37291  -0.0541
H79 -3.17017 0.59663 0.36176  -0.5889
C49 -3.50824 0.48105 5.30560  -1.0107
C50 -3.17824 0.82386 3.89536  0.1974
O20 -3.73698 -0.25076 3.05046  -0.5158
H80 -4.56409 0.24884 5.34144  0.3193
H81 -3.20976 1.31087 5.99714  0.3522
H82 -3.01221 -0.45820 5.51555  0.0578
H83 -2.12442 0.85928 3.74875  -0.0239
H84 -3.55974 1.80321 3.56460  0.3492
H85 -4.14505 0.13811 2.27200  0.0220


Record 2
This record from the OMol25 dataset describes C6H18F6KN3O20P2S6 as an isolated structure in a non-equilibrium geometry. The level of theory is ωB97M-V with the def2-TZVPD basis set.

Results
E_tot   -168153.0348 eV
HOMO-LUMO gap   0.2633 hartree
Total charge   -2

Last column: Mulliken charge in e.
Cartesian coordinates (Å):
K1 0.01652 2.68661 -0.04836  0.9985
N1 -4.13404 5.55132 -1.84716  -0.2594
S1 -5.58526 5.33068 -2.06075  1.1142
O1 -5.88894 4.01584 -2.53572  -0.6113
O2 -6.55974 6.43167 -2.23593  -0.5902
F1 -5.73180 5.08390 -0.49980  -0.3035
S2 -4.08012 6.36691 -3.34644  1.0845
O3 -3.66221 7.74797 -3.32115  -0.5868
O4 -4.93067 5.92120 -4.52045  -0.5369
F2 -2.64100 5.73500 -3.79193  -0.3100
N2 3.57121 5.46065 2.32777  -0.1986
S3 4.39829 5.06349 3.79191  1.0747
O5 5.31695 6.08232 4.29782  -0.5276
O6 4.51083 3.71098 4.20043  -0.5255
F3 3.12823 5.48799 4.77735  -0.3245
S4 4.82927 5.63796 1.62698  1.0688
O7 5.72542 4.50034 1.42605  -0.5946
O8 5.47679 6.95544 1.64616  -0.5908
F4 4.11729 5.64826 0.11456  -0.3800
N3 -3.73770 1.07997 6.54754  -0.1924
S5 -3.81380 2.80293 6.49516  1.0763
O9 -5.03304 3.34911 7.05758  -0.5503
O10 -3.12424 3.49771 5.40176  -0.5289
F5 -2.78307 3.01256 7.77099  -0.3054
S6 -4.29396 0.88015 5.21772  1.0021
O11 -3.44574 0.95352 4.02656  -0.5729
O12 -5.70697 1.21941 5.08474  -0.5968
F6 -4.39169 -0.70849 5.50445  -0.3326
C1 5.12846 -5.07579 3.93673  -0.6290
O13 4.21538 -4.04933 3.50502  -0.3201
P1 3.95307 -3.78459 1.89957  1.0442
O14 2.98838 -2.67640 1.66375  -0.6487
O15 5.42924 -3.50815 1.35040  -0.2822
C2 5.54559 -3.45896 -0.03462  -0.7403
O16 3.54396 -5.27325 1.29894  -0.2896
C3 2.23876 -5.78836 1.60463  -0.7787
H1 5.97590 -5.30486 3.29061  0.3049
H2 4.65477 -6.05442 4.01416  0.2490
H3 5.54728 -4.67411 4.85941  0.2685
H4 6.32488 -4.13549 -0.38549  0.2900
H5 5.85916 -2.47155 -0.37341  0.2774
H6 4.74372 -3.91037 -0.61886  0.3225
H7 1.51340 -5.18308 2.14832  0.3419
H8 2.33814 -6.73628 2.13348  0.2806
H9 1.63953 -6.01001 0.72152  0.3096
C4 -2.99144 -1.14894 -5.91868  -0.6758
O17 -2.54381 -2.49491 -5.60671  -0.2828
P2 -1.43253 -2.63864 -4.46579  0.9543
O18 -0.93628 -1.35470 -3.95279  -0.6107
O19 -2.24716 -3.50163 -3.33831  -0.3377
C5 -3.40534 -2.95825 -2.77714  -0.5842
O20 -0.34920 -3.62056 -5.13520  -0.3433
C6 0.23663 -3.29007 -6.41112  -0.6208
H10 -4.01240 -1.24788 -6.28741  0.2598
H11 -2.48536 -0.72690 -6.78693  0.2623
H12 -2.96324 -0.42333 -5.10578  0.3598
H13 -4.30713 -3.47290 -3.10879  0.2545
H14 -3.63034 -1.94645 -3.11438  0.2612
H15 -3.38713 -3.02282 -1.68921  0.2761
H16 -0.01119 -3.93099 -7.25723  0.2729
H17 1.32568 -3.32596 -6.38317  0.2969
H18 -0.04599 -2.30538 -6.78341  0.2571